1.
# C2H3ClN2

2 unconnected molecules or ions with the total composition C2H3ClN2 (ωB97M-V with the def2-TZVPD basis set, the Open Molecules 2025 dataset).

The geometry in XYZ format:
```
8
Properties=species:S:1:pos:R:3:forces:R:3
Cl 1.8735 1.6141 0.4681 0.2 0.8 0.0
N -1.9670 0.3347 0.0382 0.0 -0.1 -0.2
N 0.8907 -1.8262 0.5738 -0.4 -1.1 0.9
C 0.8489 -0.7296 0.2445 0.5 0.9 -2.1
C 1.0746 0.4724 -0.4720 0.1 -0.5 0.0
H 1.1760 0.5310 -1.5788 -0.4 -0.2 1.2
H -2.2690 -0.6039 -0.2736 0.2 0.3 0.3
H -1.6278 0.2076 0.9999 -0.1 -0.2 -0.1
```
Positions in Å, forces in eV/Å.

Results
- multiplicity = 1
- F_max (eV Å⁻¹) = 2.31
- orbital gap (spin up / spin down) (eV) = 9.9 / 8.4
- relative energy (zero: lowest compared OMol25 entry of this formula, charge and spin) (eV) = 4.480
- HOMO energy (spin up / spin down) (eV) = -11.342 / -9.313

***

2.
# CH6NPS

2 unconnected molecules or ions with the total composition CH6NPS (ωB97M-V with the def2-TZVPD basis set, the Open Molecules 2025 dataset).

The geometry in XYZ format:
```
10
Properties=species:S:1:pos:R:3:forces:R:3
S -1.8767 1.4618 -0.3844 -0.2 -0.9 1.8
P -1.1576 -0.5399 -0.5576 -0.3 2.0 -4.5
N 1.8997 1.5888 -0.4461 -1.2 0.0 1.6
C -1.0152 -1.2818 0.9585 0.0 -1.3 4.9
H 1.4294 0.6844 -0.6347 0.4 0.9 -0.3
H -2.3800 1.4559 0.9292 0.4 0.0 -1.3
H 1.3322 1.9941 0.3576 1.0 -0.5 -1.4
H 1.7903 2.2321 -1.2277 -0.2 -0.4 0.1
H -1.1798 -0.8225 1.9485 0.2 -0.2 -0.6
H -0.6153 -2.3018 1.0098 -0.2 0.4 -0.2
```
Positions in Å, forces in eV/Å.

Results
- multiplicity = 3
- F_max (eV Å⁻¹) = 5.07
- orbital gap (spin up / spin down) (eV) = 7.2 / 6.9
- expectation value of S² = 2.007
- relative energy (zero: lowest compared OMol25 entry of this formula, charge and spin) (eV) = 1.482
- HOMO energy (spin up / spin down) (eV) = -6.574 / -9.642

***

What did the second record say?
# CH6NPS

2 unconnected molecules or ions with the total composition CH6NPS (ωB97M-V with the def2-TZVPD basis set, the Open Molecules 2025 dataset).

The geometry in XYZ format:
```
10
Properties=species:S:1:pos:R:3:forces:R:3
S -1.8767 1.4618 -0.3844 -0.2 -0.9 1.8
P -1.1576 -0.5399 -0.5576 -0.3 2.0 -4.5
N 1.8997 1.5888 -0.4461 -1.2 0.0 1.6
C -1.0152 -1.2818 0.9585 0.0 -1.3 4.9
H 1.4294 0.6844 -0.6347 0.4 0.9 -0.3
H -2.3800 1.4559 0.9292 0.4 0.0 -1.3
H 1.3322 1.9941 0.3576 1.0 -0.5 -1.4
H 1.7903 2.2321 -1.2277 -0.2 -0.4 0.1
H -1.1798 -0.8225 1.9485 0.2 -0.2 -0.6
H -0.6153 -2.3018 1.0098 -0.2 0.4 -0.2
```
Positions in Å, forces in eV/Å.

Results
- multiplicity = 3
- F_max (eV Å⁻¹) = 5.07
- orbital gap (spin up / spin down) (eV) = 7.2 / 6.9
- expectation value of S² = 2.007
- relative energy (zero: lowest compared OMol25 entry of this formula, charge and spin) (eV) = 1.482
- HOMO energy (spin up / spin down) (eV) = -6.574 / -9.642

***

Question: multiplicity of number 1 (C2H3ClN2)?
Answer: 1

***

Question: multiplicity of number 2 (CH6NPS)?
Answer: 3